Record 1
80
Properties=species:S:1:pos:R:3:forces:R:3 method="wB97M-V/def2-TZVPD" largest_force_ev_per_a=0.5 total_charge=+2 e_homo_ev="-12.60 / -12.60" spin_multiplicity=3 gap_ev="5.098 / 5.930" de_lowest_kj_mol=0.0 energy_ha=-2786.132041
V -0.24694 0.74479 -0.25107 -0.02 -0.06 0.50
O 0.02242 -1.87781 5.98250 -0.11 -0.07 -0.01
C -0.73554 -1.97407 5.02381 0.22 0.14 0.10
O -1.40711 -2.88722 4.50875 -0.02 -0.07 -0.07
C -0.79180 -0.72439 4.10795 -0.07 -0.04 0.06
C -1.86474 -0.54796 3.23985 0.04 -0.07 0.07
C -1.69392 0.24554 2.13844 -0.05 0.06 0.03
N -0.49977 0.84477 1.84123 0.05 0.18 -0.27
C 0.44407 0.87223 2.82171 0.00 -0.03 0.00
C 0.30216 0.11722 3.96982 -0.02 -0.07 -0.05
C 1.63192 1.76040 2.70051 -0.01 0.02 -0.05
C 2.84739 1.39263 3.26796 0.01 -0.06 0.03
C 3.88692 2.31081 3.28267 0.02 0.01 0.01
C 3.67534 3.56825 2.74320 0.00 0.00 0.00
C 2.44340 3.83608 2.16586 -0.02 0.00 0.01
N 1.44435 2.95381 2.11886 -0.01 0.00 -0.02
C -2.76914 0.41487 1.14272 0.01 0.01 -0.08
C -4.11077 0.24216 1.44635 -0.04 0.05 0.02
C -5.05007 0.43045 0.44866 -0.02 0.00 -0.01
C -4.62897 0.78885 -0.82706 -0.04 0.00 0.01
C -3.27924 0.92920 -1.05883 0.06 -0.01 0.07
N -2.36323 0.73889 -0.09594 0.13 -0.02 -0.10
H -2.74309 -1.16014 3.40295 -0.03 0.04 -0.06
H 1.05158 0.09462 4.75167 -0.01 0.03 -0.01
H 2.97227 0.41053 3.70474 0.01 0.02 -0.01
H 4.83876 2.05102 3.72658 -0.01 0.00 0.00
H 4.44278 4.32902 2.76430 0.00 0.00 0.00
H 2.24553 4.80776 1.72683 -0.01 0.00 -0.01
H -4.41217 -0.01376 2.45178 0.00 0.01 0.00
H -6.10317 0.30927 0.66464 0.00 0.00 0.00
H -5.33656 0.95916 -1.62558 0.00 0.00 0.00
H -2.90179 1.20570 -2.03409 0.00 0.00 0.00
N 1.92597 0.92133 -0.37199 -0.05 0.04 -0.07
C 2.46219 1.77177 -1.47761 0.01 0.02 0.02
C 2.05968 3.23035 -1.33546 -0.01 -0.01 0.00
C 0.57078 3.53686 -1.40495 0.01 0.01 0.04
N -0.20672 2.87215 -0.32318 0.02 -0.08 -0.02
H 2.26683 1.30542 0.50979 0.00 0.01 0.02
H 2.36579 0.00670 -0.43977 -0.01 0.00 0.00
H 2.10454 1.35854 -2.42013 -0.01 -0.01 0.00
H 3.55083 1.70763 -1.48444 0.01 -0.02 0.00
H 2.54549 3.78398 -2.14085 0.00 0.00 0.00
H 2.47834 3.62909 -0.40966 -0.01 -0.01 0.01
H 0.15817 3.21827 -2.36229 0.00 -0.01 0.00
H 0.43393 4.61660 -1.33503 -0.01 0.01 0.01
H -1.15284 3.24670 -0.31626 0.00 -0.03 0.01
H 0.20086 3.10614 0.60157 0.00 0.02 -0.05
C 0.70187 0.21768 -5.55723 0.00 0.00 0.00
N -0.49160 0.10909 -4.69601 0.02 -0.05 -0.06
C -1.78094 -0.23039 -5.32885 0.00 0.00 0.00
C -0.42748 0.38494 -3.44238 -0.08 0.08 0.02
N -0.37676 0.63323 -2.30445 0.06 -0.01 -0.09
H 0.78158 -0.68868 -6.15354 -0.01 -0.01 0.01
H 1.59300 0.31774 -4.94314 -0.01 0.01 0.01
H 0.60700 1.08118 -6.21342 -0.02 0.00 0.00
H -1.66320 -1.15804 -5.88500 0.01 -0.01 0.01
H -2.07816 0.56820 -6.00643 0.02 0.01 0.00
H -2.54215 -0.36529 -4.56477 0.01 0.01 0.01
C 0.74585 -1.89818 1.08951 0.01 0.01 -0.05
N -0.07255 -1.47339 -0.13202 -0.03 -0.08 -0.05
C -1.38898 -2.24063 -0.01916 0.04 0.00 0.01
N -1.19280 -3.65766 0.08266 0.02 -0.03 -0.01
C -0.39051 -3.95713 1.28111 -0.03 0.03 0.00
N 0.92680 -3.31428 1.16931 0.01 -0.02 -0.02
C 1.60892 -3.79453 -0.02745 -0.02 0.03 0.02
N 0.82208 -3.49373 -1.23021 0.00 -0.02 0.00
C 0.62571 -2.07641 -1.33681 -0.02 0.01 0.01
C -0.48908 -4.14450 -1.10000 0.00 0.03 0.03
H 0.21518 -1.56156 1.97294 -0.02 0.00 0.02
H 1.72056 -1.40393 1.03600 0.00 0.01 -0.01
H -1.98316 -2.00074 -0.90450 0.00 0.01 -0.01
H -1.90231 -1.89882 0.87449 0.00 0.01 0.01
H -0.25837 -5.03395 1.36484 0.00 -0.01 -0.02
H -0.89819 -3.60023 2.18148 0.01 0.01 0.01
H 1.75450 -4.87065 0.04378 -0.01 -0.01 0.00
H 2.58866 -3.31764 -0.10677 0.01 0.01 -0.01
H 0.00652 -1.87324 -2.21005 0.00 0.01 0.00
H 1.59402 -1.58470 -1.46356 0.01 0.00 0.00
H -0.34629 -5.22051 -1.02011 0.00 0.00 0.01
H -1.08447 -3.93750 -1.99179 0.00 0.01 -0.01

=====

Record 2
11
Properties=species:S:1:pos:R:3:forces:R:3 method="wB97M-V/def2-TZVPD" smiles=Nc1ccn[nH]1 largest_force_ev_per_a=0.4 e_homo_ev=-9.20 gap_ev=10.130 de_lowest_kj_mol=70.6 energy_ha=-281.563174
N 1.32117 -0.65455 -1.15555 0.09 0.10 -0.08
C 0.23176 -0.16670 -0.39266 -0.13 0.07 0.18
C 0.10825 0.94572 0.40833 -0.07 -0.10 0.03
C -1.03562 0.69126 1.19715 -0.12 0.04 -0.04
N -1.62339 -0.44865 0.85363 0.13 0.28 -0.04
N -0.84493 -0.94759 -0.11551 0.19 -0.11 -0.14
H 2.14604 -0.61471 -0.55909 -0.14 -0.13 -0.31
H 1.52656 -0.11544 -1.99088 -0.22 -0.03 0.12
H 0.74104 1.81737 0.34534 0.06 -0.12 0.39
H -1.42330 1.25440 2.03892 -0.04 0.02 -0.32
H -1.14758 -1.76112 -0.62969 0.24 -0.02 0.22

=====

Record 3
12
Properties=species:S:1:pos:R:3:forces:R:3 method="wB97M-V/def2-TZVPD" smiles="CC=C=O.NCl" largest_force_ev_per_a=5.8 e_homo_ev=-9.30 gap_ev=9.568 de_lowest_kj_mol=384.4 energy_ha=-707.967704
C -2.24683 -0.14709 -0.70538 3.87 -1.59 -0.14
C -0.89671 0.18107 0.13276 -1.80 -0.21 -2.20
C 0.00238 0.99060 -0.31941 2.20 4.72 -2.67
O 0.65182 1.89026 -0.86469 -2.28 -4.27 2.53
H -2.45778 0.11301 -1.73043 0.91 0.35 -0.31
H -2.29986 -1.21801 -0.57947 -0.38 -0.35 -0.29
H -2.93870 0.27856 -0.12901 -3.13 1.60 2.19
H -0.95746 -0.26833 1.08260 0.60 -0.26 0.92
N 2.48333 -0.25792 1.00783 -0.20 0.60 -4.02
Cl 3.50477 -1.68552 1.42626 -0.48 1.41 -0.52
H 3.08002 0.62118 0.72789 -0.63 -2.41 1.00
H 2.07501 -0.49782 -0.04895 1.34 0.41 3.51

=====

Record 4
18
Properties=species:S:1:pos:R:3:forces:R:3 method="wB97M-V/def2-TZVPD" largest_force_ev_per_a=2.7 total_charge=-1 e_homo_ev=-4.23 gap_ev=4.401 de_lowest_kj_mol=714.6 energy_ha=-761.649227
O 2.23232 -0.81669 0.95426 0.37 0.56 -0.43
C 1.32604 -0.13378 0.36965 -1.61 -0.92 1.48
N 0.01824 -0.18027 1.05799 1.22 0.82 -2.15
C -1.03959 0.55146 0.38792 -1.52 -1.29 0.16
C -0.73434 1.99441 0.21836 0.99 1.75 0.23
S -0.00600 2.49376 -1.34726 0.80 -0.33 0.10
C 1.07589 -0.66089 -1.11219 0.36 -2.60 -0.52
H -0.25624 -1.18406 0.89120 -0.68 -1.30 0.76
H -1.30498 0.03024 -0.54814 0.34 0.38 -0.22
H -1.98508 0.35550 0.93053 0.48 0.38 0.32
H -1.54685 2.72149 0.29516 -0.53 -0.62 0.37
H -0.00055 2.28664 0.99896 -0.61 -0.07 -0.11
H 0.55980 -0.00960 -1.81899 0.31 0.61 0.54
H 0.48059 -1.55423 -0.87802 -0.52 0.23 -0.14
H 1.95229 -1.20003 -1.52063 0.16 1.17 0.15
H -1.30514 -3.12431 0.83095 0.10 -0.02 0.14
H 1.59262 0.96796 0.18014 0.04 0.58 -0.82
O -1.05902 -2.53760 0.11010 0.30 0.67 0.14

=====

Record 5
95
Properties=species:S:1:pos:R:3:forces:R:3 method="wB97M-V/def2-TZVPD" largest_force_ev_per_a=2.3 total_charge=+1 e_homo_ev=-10.27 gap_ev=6.615 de_lowest_kj_mol=51.2 energy_ha=-7462.229175
Al 1.71324 1.56593 0.82203 0.24 -0.14 -0.48
O 6.52427 2.84105 -2.76578 0.39 0.06 -1.10
C 7.10862 2.99047 -1.66204 -1.69 -0.31 0.58
O 8.19091 3.21268 -1.22412 1.16 0.29 0.22
C 5.77909 2.67096 -0.98108 0.06 -0.23 -0.24
C 5.45294 1.31014 -0.72985 -0.23 0.08 0.25
C 4.16647 0.97895 -0.40880 0.20 0.79 0.12
N 3.19071 1.91394 -0.29981 0.37 0.05 -0.28
C 3.46350 3.21039 -0.60180 0.98 -0.55 0.16
C 4.73053 3.62449 -0.91245 -0.43 -0.02 0.42
C 2.25317 4.01811 -0.56288 -0.60 0.59 -0.21
C 2.18251 5.35449 -0.95851 0.05 -0.30 0.12
C 0.94873 5.96546 -1.05578 -0.16 -0.31 0.11
C -0.19164 5.22057 -0.76238 0.18 0.03 -0.07
C -0.03741 3.92144 -0.32742 -0.18 0.04 -0.01
N 1.14727 3.32329 -0.21024 0.25 0.27 0.17
C 3.65510 -0.34086 -0.04732 0.18 -0.74 -0.17
C 4.28334 -1.53467 -0.37433 -0.15 0.33 0.05
C 3.67390 -2.73041 -0.03690 -0.21 0.18 0.26
C 2.49198 -2.69468 0.68969 0.20 0.04 -0.01
C 1.93404 -1.46718 0.99562 -0.16 -0.23 0.20
N 2.47192 -0.31326 0.59984 -0.04 0.07 0.17
H 6.24460 0.57910 -0.76317 -0.01 -0.16 -0.02
H 4.95005 4.66336 -1.09234 0.01 0.11 -0.13
H 3.08279 5.89366 -1.20755 0.07 -0.03 -0.03
H 0.87009 6.99244 -1.37723 -0.01 0.08 -0.02
H -1.17697 5.63703 -0.88710 -0.12 0.05 0.06
H -0.89191 3.30672 -0.08552 -0.08 0.15 0.01
H 5.21602 -1.51638 -0.91124 0.10 0.02 -0.10
H 4.11946 -3.67028 -0.32296 0.05 -0.08 0.00
H 2.00511 -3.60537 1.00552 -0.08 0.01 0.02
H 1.03082 -1.39884 1.58894 0.07 -0.01 -0.09
C -2.36431 2.92586 2.50650 0.15 0.10 0.01
C -2.49237 1.70743 1.57988 -1.33 0.32 0.53
C -1.23262 1.27888 1.09878 2.14 -0.84 -0.50
N -0.15855 0.95497 0.79943 -1.41 0.56 0.26
H -3.32737 3.13430 2.96398 -0.07 -0.06 -0.05
H -2.04894 3.80668 1.95244 0.04 0.08 0.03
H -1.64140 2.73977 3.29507 0.08 -0.01 0.07
H -3.15712 1.93226 0.74222 0.07 -0.12 -0.11
H -2.92745 0.85025 2.11590 0.09 0.18 -0.20
Te 2.00420 2.57037 3.14721 -0.01 -0.18 0.19
C 1.73033 0.78694 4.29048 0.07 0.32 -0.22
C 2.35771 -0.39700 3.94509 0.22 -0.06 -0.19
C 2.17094 -1.54115 4.70032 -0.05 -0.07 0.03
C 1.37856 -1.50114 5.83611 0.03 -0.07 0.04
C 0.79466 -0.30517 6.21953 -0.05 -0.05 0.05
C 0.96314 0.82860 5.44288 -0.16 0.25 0.05
H 3.02033 -0.42305 3.09368 0.09 -0.02 0.01
H 2.65770 -2.45847 4.40145 0.06 -0.09 0.02
H 1.23436 -2.39176 6.42756 0.01 -0.09 0.10
H 0.21049 -0.24349 7.12666 -0.05 -0.04 0.03
H 0.51128 1.75913 5.74938 -0.13 0.10 0.06
C -1.11516 -2.49833 3.42318 -0.07 0.13 0.53
O -1.30841 -2.53280 2.00977 -0.25 -0.18 -0.30
C -2.34058 -1.81423 1.54468 -0.02 0.23 0.65
O -3.00322 -1.08330 2.24573 0.06 -0.35 0.05
C -2.42904 -1.89196 0.07722 -0.24 -0.08 -0.65
C -3.59784 -1.86970 -0.55982 0.35 0.02 -0.07
As -3.97550 -1.67975 -2.47553 0.20 0.19 0.04
C -3.91660 0.30137 -2.45313 -0.11 0.08 -0.05
C -2.13783 -1.73687 -3.22272 0.01 0.07 0.26
C -0.98324 -1.63400 -2.57276 -0.42 -0.08 0.14
As -0.64653 -2.10104 -0.68724 -0.11 -0.09 -0.33
C -0.87765 -4.03993 -0.94493 0.08 -0.09 0.01
C 0.38977 -1.51361 -3.11674 0.96 -0.45 0.10
O 1.25617 -2.19379 -2.58550 -0.38 0.17 -0.34
O 0.75392 -0.66215 -4.05764 0.28 -0.35 0.02
C -0.08631 0.34361 -4.59312 -0.32 0.60 -0.31
C -2.35547 -1.69412 -4.69460 -0.17 0.52 -0.50
O -2.91393 -0.74755 -5.19819 0.20 -0.27 0.02
O -2.02996 -2.75148 -5.43023 -0.11 0.44 -0.27
C -1.48265 -3.90089 -4.81051 0.26 -0.59 0.34
C -4.86559 -2.02778 0.19432 -0.30 -0.17 0.54
O -5.03798 -2.82878 1.07299 0.00 0.15 -0.15
O -5.79595 -1.20066 -0.30271 0.26 0.11 -0.09
C -7.06792 -1.18477 0.34004 -0.46 -0.13 0.35
H -0.36694 -3.25225 3.65189 -0.03 0.03 -0.05
H -2.05533 -2.71658 3.93225 0.12 -0.02 -0.02
H -0.76415 -1.51169 3.73722 0.01 -0.08 -0.03
H -4.81338 0.69435 -1.98144 -0.06 -0.10 0.09
H -3.87651 0.64816 -3.48336 0.00 -0.09 -0.01
H -3.02634 0.64471 -1.92230 -0.03 -0.12 0.03
H -1.77225 -4.22779 -1.54115 0.06 0.05 0.06
H -0.99172 -4.52149 0.02559 -0.01 0.06 0.03
H -0.00313 -4.44976 -1.44811 0.01 0.08 -0.02
H 0.53205 1.23900 -4.67404 -0.09 -0.09 -0.01
H -0.94487 0.54401 -3.95243 0.04 -0.01 -0.05
H -0.42757 0.05427 -5.58848 0.02 0.02 0.15
H -0.48323 -3.69964 -4.41570 -0.10 -0.11 -0.05
H -1.42312 -4.65698 -5.58915 0.02 0.05 0.05
H -2.13580 -4.26033 -4.00802 0.12 0.01 -0.12
H -7.83387 -1.26728 -0.42594 0.03 0.03 -0.04
H -7.16884 -0.23890 0.87172 -0.02 -0.05 -0.03
H -7.14428 -2.01627 1.04128 -0.02 0.12 -0.10

=====

Record 6
63
Properties=species:S:1:pos:R:3:forces:R:3 method="wB97M-V/def2-TZVPD" largest_force_ev_per_a=3.1 total_charge=+1 e_homo_ev="-9.78 / -10.87" spin_multiplicity=5 gap_ev="7.116 / 4.624" de_lowest_kj_mol=0.0 energy_ha=-1416.497780
O 2.76972 -2.21207 -0.72994 0.42 -0.07 -1.24
C 3.31069 -2.45909 -2.08862 -0.84 0.00 0.10
C 4.76205 -2.28229 -1.62254 -0.65 -0.05 -0.31
H 2.94575 -1.65053 -2.75419 0.17 -0.63 0.10
H 3.03634 -3.45935 -2.47557 -0.01 0.53 0.22
C 4.12211 -2.13656 -0.21899 0.48 0.01 0.32
H 5.12298 -1.33363 -2.08135 0.39 -0.84 0.73
H 5.43317 -3.14384 -1.74264 -0.17 0.47 -0.17
C 4.45145 -0.79811 0.37195 0.12 0.48 0.18
H 4.44066 -0.02550 -0.39926 -0.16 0.02 0.05
H 5.46913 -0.82867 0.76586 -0.03 0.04 0.11
H 3.76895 -0.50073 1.16774 0.15 -0.07 0.06
C 4.29755 -3.26986 0.77530 0.30 -0.18 0.12
H 3.98325 -4.23425 0.37103 -0.03 0.13 -0.17
H 3.69873 -3.08586 1.67560 0.02 0.08 -0.16
H 5.33422 -3.37847 1.09460 0.07 0.10 0.00
Pt -1.25499 0.59192 0.29293 -0.92 1.50 -0.84
C -1.33407 -2.43711 1.22433 0.61 -0.12 -0.34
C -2.19111 -1.54512 0.52795 0.45 0.08 -2.26
C -1.49133 -1.16397 -0.75743 -0.77 -2.30 1.83
H -3.26040 -1.44438 0.74106 0.72 0.01 -0.17
C -0.18615 -1.84843 -0.70043 -0.68 -0.85 0.49
C -0.14821 -2.64444 0.46266 0.23 0.32 -0.53
H 0.64941 -3.34732 0.71893 -0.21 0.57 -0.07
H -1.56952 -2.88377 2.19204 0.12 0.12 -0.39
H -2.03218 -0.81785 -1.64427 0.34 -0.12 0.15
H 0.58757 -1.75424 -1.45825 -0.17 -0.07 0.35
C -0.60213 0.90181 3.03772 0.49 -0.03 0.24
C 0.25654 -0.20179 3.06709 0.82 -0.13 -0.35
C 1.15212 -0.13843 1.97052 -0.36 -1.19 1.53
H 0.26156 -1.00079 3.82198 -0.01 0.57 -0.41
C 0.79432 0.96843 1.12063 -1.36 1.60 1.02
C -0.29655 1.69098 1.84165 1.55 -0.97 -0.22
H -0.57626 2.72351 1.65856 -0.01 -0.09 0.13
H -1.34121 1.13970 3.79800 0.08 0.02 -0.33
H 1.98870 -0.81978 1.84162 -0.36 0.21 -0.18
H 1.36924 1.39957 0.30325 -0.14 -0.24 0.11
O 1.27092 1.36534 -1.92332 0.62 0.75 -1.12
C 2.53268 1.63452 -2.61325 0.48 -0.22 0.43
C 2.26189 2.25783 -3.99944 -0.26 -0.11 0.49
H 3.09961 0.68219 -2.68700 -0.36 0.46 0.06
H 3.13334 2.33771 -2.00190 -0.40 -0.45 -0.10
C 0.72392 2.35981 -4.08660 0.09 0.08 0.19
H 2.67025 1.64715 -4.80801 -0.03 0.08 0.17
H 2.71873 3.24964 -4.04677 -0.05 -0.21 -0.11
C 0.18908 1.66525 -2.82640 -0.23 -0.52 0.15
H 0.35675 1.83218 -4.96827 -0.06 0.28 0.03
H 0.41175 3.40924 -4.12069 -0.02 -0.30 -0.09
H -0.27205 0.70471 -3.10095 -0.06 0.16 0.03
H -0.56211 2.26087 -2.28551 0.20 -0.06 -0.12
O -3.93734 2.14839 0.68925 1.55 -0.29 0.11
B -3.17220 0.97456 0.95508 -2.65 1.35 0.95
O -3.94165 0.20091 1.88975 1.19 0.24 -0.38
C -5.05450 0.92826 2.21951 -0.48 0.89 -0.45
C -6.15165 0.54916 2.97659 -0.04 0.07 -0.17
C -7.26278 1.40676 2.94405 0.25 0.25 0.25
C -7.21683 2.63477 2.26411 0.05 0.03 0.01
C -6.07829 3.03042 1.54941 0.02 -0.06 -0.09
C -5.01904 2.14357 1.51511 -0.96 -1.18 0.32
H -6.15667 -0.38458 3.53790 -0.07 0.20 -0.23
H -8.16599 1.13155 3.49684 0.37 0.12 -0.23
H -8.08860 3.29922 2.27160 0.38 -0.35 0.06
H -6.01129 3.96086 0.98939 -0.21 -0.17 0.13